64
Properties=species:S:1:pos:R:3:lowdin_charge:R:1 method="wB97M-V/def2-TZVPD" gap_ev=7.45 energy_ha=-3118.5677 charge=0 homo_ev=-7.8931 e_above_lowest_ev=0.0000
H 1.0925 2.5355 0.4342 0.012
H 0.2412 1.6843 -2.4244 0.034
C 1.3119 1.4920 -2.4531 -0.096
C -2.2230 2.3407 -2.3634 -0.536
Cl -0.8971 5.1163 0.1308 0.716
C -2.2039 -4.3975 0.6801 -0.043
C -2.6695 4.4348 -3.3741 -0.679
Cl -2.2784 0.5838 -2.4353 0.776
C -1.5835 -2.6910 -0.8457 -0.122
Cl -3.2973 5.3819 -4.6888 0.658
H -1.3221 -2.3375 -1.8339 0.093
H 3.7710 0.6176 -1.3424 0.076
C 1.4947 -1.3145 2.4770 -0.088
C -1.0902 1.2941 2.6215 -0.019
H 2.0501 -2.8070 -0.5961 0.064
H 1.6251 1.5329 -3.5022 0.091
H -2.4479 -5.4276 0.9042 0.114
C -1.6439 2.9071 -1.2189 -0.479
C 1.0346 -0.9666 -2.7266 -0.115
H 1.3906 -0.8854 -3.7600 0.089
C -1.3670 1.1697 3.9680 -0.259
C -2.1089 5.0710 -2.2738 -0.129
C -1.8495 0.0065 4.5423 0.070
C 1.6876 0.1217 -1.8677 -0.618
C -1.8730 -2.1331 1.3975 -0.194
C -2.1952 -3.4566 1.6924 0.016
H -2.0648 -0.0590 5.5983 0.133
C 3.2094 -0.0231 -2.0247 -0.099
H 1.6212 -0.3385 2.9493 0.081
H 3.9725 -1.2875 0.1250 0.058
H 3.4840 0.2657 -3.0451 0.086
H 0.4578 -1.6110 2.5934 0.055
F -1.1701 2.2268 4.7732 0.077
C -2.7295 3.0584 -3.4315 -0.134
H -2.4315 -3.7355 2.7054 0.111
C 3.4751 -1.0399 1.0587 -0.100
H -1.8909 -4.7191 -1.4351 0.110
H 3.5426 -1.0508 -1.8836 0.069
H 3.9194 -1.6695 1.8363 0.084
H -2.0587 6.1497 -2.2320 0.107
H 2.7526 1.9217 0.4253 0.036
N -1.5652 -1.7765 0.1270 -0.037
H 1.7218 1.6742 1.8364 0.031
H 1.8091 2.3086 -1.9268 0.085
C 1.7294 1.7087 0.7463 -0.179
H 1.2792 -1.9708 -2.3754 0.063
H 2.3904 -3.4331 1.0138 0.089
C 1.9562 -1.3181 1.0128 -0.603
H -0.0501 -0.8663 -2.7554 0.007
H 0.7317 -3.0761 0.5510 0.058
C -1.6103 4.3213 -1.2315 -0.575
H 2.1055 -2.0303 3.0383 0.088
Si 1.1214 0.0996 -0.0132 0.738
C -1.8966 -4.0140 -0.6169 -0.049
C -1.2879 0.1912 1.8023 -0.208
H -3.1585 2.5529 -4.2847 0.108
Rh -1.2375 0.2177 -0.1448 0.750
H -0.7466 2.2372 2.2187 0.107
C -1.7760 -1.0184 2.3416 -0.150
C 1.7621 -2.7311 0.4539 -0.083
C -2.0491 -1.0667 3.7033 -0.218
O -1.1541 2.2357 -0.2199 -0.270
F -2.5233 -2.2030 4.2596 0.067
H 3.7103 -0.0042 1.3091 0.073

=====

69
Properties=species:S:1:pos:R:3:lowdin_charge:R:1 method="wB97M-V/def2-TZVPD" gap_ev="6.57 / 6.57" energy_ha=-4696.3673 charge=-1 homo_ev="-4.3424 / -4.3416" e_above_lowest_ev=0.0000
F -1.3397 2.0832 -1.8575 -0.024
C -2.0223 4.7869 -0.0274 -0.277
C 0.7113 3.8905 1.2437 -0.283
O -1.9673 -1.2489 -0.8234 -0.612
Ge -1.0554 3.2748 0.7309 0.986
O 1.1315 0.3690 6.9410 -0.130
S -1.0570 -2.2505 -1.5192 0.863
H 2.6660 1.1626 5.8841 0.129
Rh -0.7392 0.3686 0.3364 0.780
C 0.9726 5.2500 1.4166 -0.116
H -1.7947 7.0411 -2.5560 0.100
C -2.2547 -3.3570 -2.2625 -0.272
C -3.3707 6.9855 -1.0998 -0.103
H -0.6046 5.1064 -1.6127 0.111
N -0.0787 -0.2177 4.5157 -0.078
C -2.1925 6.5390 -1.6830 -0.090
H -4.7994 6.6803 0.4705 0.096
H -1.3817 0.6062 5.9413 0.105
H 0.3074 -2.8454 0.2704 0.023
H -3.8334 1.6194 5.5946 0.100
F 3.3524 0.5320 0.4689 -0.576
C -1.5240 5.4473 -1.1497 -0.106
H 1.5874 0.6680 3.6172 0.137
H -3.6128 4.7370 1.4157 0.093
H -2.0159 3.2995 5.6929 0.103
C -0.8497 -0.3333 5.7443 -0.117
H -1.3179 -3.6278 0.3865 0.055
H 2.3833 -0.5699 5.5874 0.131
C 2.2275 5.6759 1.8313 -0.101
H -1.5777 -1.1363 5.6355 0.136
H -2.7540 -2.8066 -3.0569 0.047
H 4.2199 5.0819 2.3593 0.096
H -0.3910 -0.6152 7.8338 0.124
H 3.7711 2.6552 1.9942 0.101
C -3.2085 5.2410 0.5449 -0.100
H 0.5821 -1.6106 6.7216 0.128
C -3.3102 1.9071 4.6902 -0.119
H -2.9743 -3.6556 -1.5012 0.051
H -3.8928 7.8380 -1.5165 0.095
F 3.1571 -1.3805 -1.2033 -0.472
C -0.5393 -0.6292 3.3541 -0.238
H -4.4407 0.5935 3.4242 0.102
C 1.7263 2.9688 1.4861 -0.125
C -1.0868 1.7808 -0.5862 -0.504
H 2.4242 6.7338 1.9583 0.094
C -3.8793 6.3362 0.0141 -0.097
F 3.8279 0.7697 -2.2727 -0.617
Te 2.2201 0.2640 -1.1705 1.733
C -1.9763 2.6686 2.3505 -0.288
C -0.4780 -3.3813 -0.2643 -0.265
C 3.2340 4.7465 2.0606 -0.093
H 0.1972 5.9823 1.2189 0.093
C -2.9972 1.7211 2.3115 -0.125
C 0.1239 -0.6241 6.8734 -0.194
H -0.0801 -4.2656 -0.7633 0.055
C -3.6558 1.3376 3.4744 -0.087
H -0.8296 3.9541 3.6362 0.101
N -0.9598 -0.9363 2.3241 0.153
H 0.6273 1.7587 4.6450 0.124
C 1.0284 0.7404 4.5500 -0.097
H 1.5563 1.9071 1.3306 0.046
C -2.2926 2.8532 4.7455 -0.109
F 1.3926 -0.4988 -2.7956 -0.587
O 0.9612 -0.7149 -0.0669 -0.871
H -3.2807 1.2696 1.3670 0.094
H -1.7402 -4.2212 -2.6814 0.050
C 1.8996 0.4023 5.7433 -0.176
C 2.9873 3.3928 1.8804 -0.073
C -1.6328 3.2264 3.5839 -0.110

=====

63
Properties=species:S:1:pos:R:3:lowdin_charge:R:1 method="wB97M-V/def2-TZVPD" multiplicity=2 gap_ev="7.44 / 6.01" energy_ha=-2264.2693 charge=+1 homo_ev="-9.7652 / -10.4209" s_squared=0.7574
H -3.8212 -2.7553 4.8570 0.112
H -0.1949 4.8663 1.8208 -0.041
H -2.6815 -2.0159 -8.2192 0.109
H -2.5967 -5.9861 1.5337 0.125
C -0.3055 -3.1161 -5.3728 -0.290
C -2.0181 -2.3268 -7.4225 -0.070
C -0.5462 -3.9612 -6.4547 -0.036
C -2.4550 -2.6105 1.2456 -0.173
C -0.9203 -1.8674 -5.3269 -0.287
C 3.8830 0.2954 0.6898 -0.155
C -2.6887 -3.8529 1.8641 -0.152
I 1.6225 4.2520 -0.0131 0.826
C 0.6167 -3.5505 -4.2561 -0.423
C 2.5734 0.7106 1.3323 -0.310
H 0.5019 2.0833 -2.9283 0.107
H -1.5686 -4.2297 -8.3150 0.109
H 0.1857 -4.3430 -3.6458 0.052
H 4.5897 -0.6915 -1.1065 0.124
C -2.8046 -1.4048 1.9224 -0.266
I -0.5996 2.2439 1.8754 0.836
H 2.8881 -0.9490 -0.7375 0.053
H -2.2650 -0.5117 -6.3118 0.118
H -3.0685 0.6114 1.6766 0.045
H 5.2773 1.5765 -2.0878 0.124
C -1.6056 -3.6037 -0.6510 -0.156
H 2.0673 1.4538 0.7135 -0.007
H 4.3484 -0.5017 1.2770 0.120
H 4.5649 1.1497 0.7171 0.124
C -0.6603 -0.9367 -4.1626 -0.417
H 2.0690 3.6239 -4.0799 0.113
N -2.6534 -0.1976 1.2472 0.029
C 3.8026 2.7087 -3.1687 -0.050
C -1.3953 -3.5695 -7.4752 -0.070
H 1.9935 -1.0648 2.0155 0.103
N -1.8828 -2.5066 0.0078 0.025
C -1.8886 -4.8933 -0.1549 -0.038
H -1.1118 -3.4830 -1.6083 0.053
H 2.7358 1.1569 2.3133 0.120
H -3.3696 -4.8612 3.6567 0.116
H -3.5264 -0.5729 3.7358 0.117
H 1.1986 4.0497 2.5902 -0.038
Te 0.9684 -1.7977 -3.0899 1.298
C 0.5054 4.0447 1.7610 -1.164
C 2.4447 2.8560 -3.4148 -0.082
H 1.5800 -3.8926 -4.6259 0.056
C -3.2668 -1.4839 3.2075 -0.018
H -0.3732 0.0635 -4.4837 0.052
H -1.6732 -5.7643 -0.7593 0.109
C -3.4469 -2.7343 3.8412 -0.065
C 3.6824 -0.2025 -0.7482 -0.155
H 4.5233 3.3516 -3.6587 0.117
C -3.1905 -3.9019 3.1872 -0.039
O 1.6461 -0.3881 1.4241 -0.246
N 1.9729 1.0221 -1.9511 -0.005
C 1.5733 1.9946 -2.7772 -0.217
H -1.5236 -0.8559 -3.5044 0.051
C -2.4035 -5.0106 1.1012 0.004
C -1.7821 -1.4818 -6.3521 -0.038
H -0.0634 -4.9315 -6.4946 0.119
Hg -0.0664 -0.5484 -0.4859 0.819
H -2.7497 -0.2448 0.2486 0.050
C 4.2242 1.7211 -2.2975 -0.008
C 3.2814 0.8866 -1.7048 -0.319

=====

66
Properties=species:S:1:pos:R:3:lowdin_charge:R:1 method="wB97M-V/def2-TZVPD" multiplicity=2 gap_ev="5.88 / 6.22" energy_ha=-2706.5352 charge=+1 homo_ev="-9.7210 / -9.9506" s_squared=0.8158
C -3.2269 -0.5660 1.5726 -0.022
N 2.4702 -0.7301 0.2378 0.004
C 1.3058 4.0622 1.1865 -0.150
H 1.3229 5.1515 1.2193 0.133
H -4.0355 -0.4341 0.8672 0.115
N -0.1151 3.6642 -1.2039 -0.077
C 1.2736 4.1236 -1.1918 -0.153
C -0.7693 4.1173 0.0279 -0.146
H -0.4696 -5.0354 -2.4566 0.167
H 1.1587 -5.6844 -0.6049 0.123
H -4.7305 -3.1458 -2.1745 0.109
C -2.0701 -0.3965 -2.5203 -0.063
C -3.4923 -0.6037 2.9204 -0.054
C -3.2916 -1.9429 -1.1591 -0.042
C 3.5914 -0.7394 -0.4970 -0.115
H -1.1297 1.8009 1.1737 0.126
N 0.3882 -0.7870 1.5642 -0.063
H -0.7626 5.2068 0.0554 0.133
H 1.9180 -3.2929 0.4968 0.105
C -3.7301 -1.8185 -3.5314 -0.091
C 4.8439 -0.8532 0.0612 -0.038
H 5.9224 -1.0648 1.9127 0.119
H -1.3138 0.3709 -2.6368 0.082
C -1.1714 -0.8188 3.4682 -0.009
H -1.1695 1.8703 -1.1995 0.112
H -0.8144 -2.5532 -2.6047 0.123
H 0.4213 1.7620 2.0493 0.129
C 1.9721 2.1653 -0.0590 -0.165
H 3.8297 -1.0891 3.2919 0.123
C -0.0994 2.1540 1.1750 -0.147
H -4.2781 -2.1525 -4.4015 0.105
C 0.8766 -4.6756 -0.8455 -0.058
N -0.0118 -4.3777 -1.8484 0.092
H -1.8044 3.7723 0.0325 0.135
C -2.4756 -0.7391 3.8829 -0.073
C -3.9857 -2.3669 -2.2799 -0.075
H -4.5194 -0.5120 3.2508 0.113
N -1.4815 -0.5793 -0.1946 -0.012
C -0.1379 2.2207 -1.2283 -0.173
C -0.1686 -3.0478 -1.8985 -0.130
H 1.8307 3.6778 2.0629 0.133
C -2.3152 -0.9416 -1.2550 -0.304
H -2.7233 -0.7659 4.9342 0.107
H 2.4762 1.8156 -0.9626 0.123
N 0.5756 1.6072 -0.0562 -0.121
H -0.3520 -0.9036 4.1683 0.112
C -1.8978 -0.6625 1.1055 -0.234
C 1.2393 -3.4825 -0.3153 -0.104
H 3.4590 -0.6555 -1.5688 0.123
H -2.5478 -0.3839 -4.6038 0.109
C 4.9502 -0.9738 1.4472 -0.033
N 1.9933 3.6079 -0.0259 -0.078
Mn 0.4933 -0.5275 -0.2680 0.683
N 1.4091 -0.8943 2.3264 0.124
H 1.7734 3.7864 -2.1021 0.131
H 5.7192 -0.8511 -0.5718 0.114
H 0.3465 1.8658 -2.1435 0.131
C -2.7636 -0.8297 -3.6411 -0.085
H 2.4950 1.7767 0.8152 0.125
C -0.8920 -0.7815 2.0959 -0.206
C 3.8076 -0.9859 2.2168 0.013
N 0.5828 -2.4607 -0.9810 -0.003
N -0.0808 3.5988 1.2110 -0.076
C 2.5734 -0.8646 1.5780 -0.328
H 1.2902 5.2131 -1.1696 0.133
H -3.4828 -2.4199 -0.2070 0.113